[1]
A 7-piece molecular cluster, C45H81BrN4O22P overall. Source: the OMol25 dataset; level of theory: wB97M-V/def2-TZVPD.

Geometry (Å):
C 10.65827 2.18847 1.05205
C 9.78851 2.12122 2.28785
O 8.68901 1.19856 2.19368
P 7.33441 1.83429 1.67942
O 6.88807 2.85429 2.59904
C 6.07844 0.54876 1.58985
C 4.68161 1.18474 1.59061
C 4.41511 1.94864 0.28430
C 4.41728 3.45118 0.59810
N 3.62413 4.25527 -0.37255
C 3.37752 3.64504 -1.55544
N 3.45177 4.39173 -2.63592
Br 3.97528 6.15738 -2.55841
N 3.05096 2.32813 -1.70527
C 3.95176 1.63155 -2.67153
C 3.22175 1.32007 -3.97629
N 4.15411 1.04957 -5.07188
C 3.07163 1.68794 -0.34973
C 2.65437 0.20449 -0.36425
C 1.41576 -0.06399 0.52637
C 0.09243 0.16812 -0.23921
C -0.95999 0.90906 0.56399
C -1.96435 1.62798 -0.35155
C -3.36448 1.13402 -0.02393
C -4.48958 1.77491 -0.83686
C -5.57353 2.42774 0.00893
O -5.52776 3.84458 -0.07748
C -6.74980 4.41485 -0.47068
O 7.59531 2.47117 0.23963
C 7.97609 1.54820 -0.80087
C 8.52308 2.36081 -1.96174
H 11.62080 2.58764 1.31777
H 10.73361 1.25166 0.52223
H 10.23817 2.90395 0.35975
H 10.39866 1.80411 3.11483
H 9.46559 3.12150 2.53523
H 6.22689 0.04480 0.63877
H 6.20474 -0.20120 2.35390
H 3.96317 0.40758 1.80226
H 4.69052 1.84339 2.44278
H 5.26073 1.79021 -0.37164
H 5.40928 3.84932 0.71455
H 3.94206 3.56420 1.55772
H 2.75038 4.55588 0.04588
H 3.27239 4.02215 -3.55378
H 4.41621 0.75379 -2.24996
H 4.75611 2.29648 -2.95601
H 2.67597 2.20324 -4.27796
H 2.53131 0.50107 -3.86261
H 4.89368 1.73732 -5.06130
H 4.58880 0.15579 -4.87976
H 2.34564 2.22415 0.24053
H 3.42437 -0.41768 0.05882
H 2.36590 -0.13459 -1.34390
H 1.42911 0.57975 1.39144
H 1.42293 -1.08555 0.87922
H 0.34133 0.75679 -1.11328
H -0.27041 -0.79858 -0.55519
H -0.49598 1.58881 1.26535
H -1.54051 0.19337 1.13016
H -1.71251 1.36287 -1.37210
H -1.85991 2.69508 -0.24414
H -3.35999 0.07488 -0.19492
H -3.52983 1.28884 1.03418
H -4.96720 0.98879 -1.39876
H -4.10513 2.47030 -1.56585
H -6.53650 2.08649 -0.34177
H -5.45062 2.09937 1.03386
H -7.59504 3.94152 0.00954
H -6.90308 4.36011 -1.54736
H -6.74665 5.45770 -0.18956
H 7.12513 0.99562 -1.17953
H 8.69860 0.83541 -0.43260
H 9.48180 1.99143 -2.28681
H 7.85284 2.34373 -2.80814
H 8.59586 3.39088 -1.66158
C -5.62419 -4.26618 3.05206
C -4.87900 -3.44478 2.03503
C -4.33268 -2.14028 2.56803
O -4.34184 -1.30599 1.39263
C -5.33364 -1.76241 0.58905
O -5.76500 -1.16157 -0.34554
O -5.76156 -2.97254 0.98514
H -5.81419 -5.26472 2.66886
H -5.04880 -4.35751 3.96881
H -6.59409 -3.81879 3.27925
H -4.09342 -4.04355 1.57509
H -3.33044 -2.23714 2.96243
H -4.97519 -1.68020 3.32391
C 1.88981 -6.39626 1.78431
C 0.63048 -5.73375 1.28450
C 0.86080 -4.39812 0.61277
O -0.36635 -3.70433 0.88148
C -0.86782 -4.21597 2.03774
O -1.74629 -3.72376 2.66514
O -0.23483 -5.35802 2.37317
H 1.69030 -7.42711 2.07147
H 2.66131 -6.40210 1.01480
H 2.27029 -5.88583 2.66926
H 0.07684 -6.41346 0.63250
H 1.02706 -4.48515 -0.45800
H 1.68557 -3.83705 1.06077
C -3.76248 -7.13244 7.58403
C -3.85000 -7.64386 6.16584
C -2.55918 -8.23269 5.64076
O -2.65380 -7.97034 4.23318
C -3.42341 -6.86370 4.08163
O -3.51598 -6.23946 3.07806
O -4.07070 -6.56632 5.23392
H -4.75425 -6.90718 7.97353
H -3.29910 -7.87201 8.23665
H -3.18648 -6.20826 7.62218
H -4.67564 -8.35197 6.06620
H -2.47356 -9.29947 5.82870
H -1.67283 -7.72696 6.03087
C -7.59893 8.39909 -4.73828
C -7.77796 7.35734 -3.65895
C -8.84657 6.32903 -3.96398
O -9.30628 5.96865 -2.65592
C -9.10164 7.04220 -1.84750
O -9.57184 7.16926 -0.76973
O -8.28209 7.94566 -2.44691
H -6.69652 8.98410 -4.56336
H -7.51926 7.93319 -5.72059
H -8.43576 9.09624 -4.73830
H -6.82263 6.87581 -3.43041
H -8.45977 5.45906 -4.48879
H -9.68530 6.74404 -4.52752
C -0.71654 -9.33555 -0.67060
C 0.60126 -9.97434 -1.04438
C 0.66991 -11.45672 -0.74931
O 2.06642 -11.65346 -0.49426
C 2.56030 -10.48376 -0.02122
O 3.61433 -10.35591 0.50221
O 1.67683 -9.46970 -0.22840
H -0.78694 -8.32826 -1.08166
H -1.55476 -9.91748 -1.05229
H -0.80611 -9.24644 0.41238
H 0.84275 -9.76670 -2.08940
H 0.34077 -12.06988 -1.58376
H 0.10900 -11.73731 0.14534
C -1.85739 8.74012 -3.16263
C -0.73414 7.74349 -3.29356
C -1.13247 6.32123 -2.98451
O 0.10761 5.76340 -2.48263
C 0.79991 6.78697 -1.94377
O 1.76747 6.66449 -1.25199
O 0.29020 7.96999 -2.30009
H -1.56639 9.70312 -3.58333
H -2.74555 8.38989 -3.68394
H -2.10175 8.90851 -2.11516
H -0.26948 7.81980 -4.27959
H -1.47379 5.77589 -3.85931
H -1.88905 6.25495 -2.20467

Forces on atoms 1 to 2 (eV/Å):
C -0.75 0.41 -0.32
C 0.99 0.05 0.14

## Properties
HOMO energy   -10.51 eV
Charge   +1
LUMO level   -2.58 eV

[2]
A 9-piece molecular cluster, C45H81N2O12 overall. Source: the OMol25 dataset; level of theory: wB97M-V/def2-TZVPD.

Geometry (Å):
C 1.63584 0.56189 3.01673
C 0.44093 1.56658 3.13098
O -0.58787 1.20950 3.64740
O 0.58464 2.85410 2.64557
C -0.49441 3.17708 1.72327
C -1.63796 3.94722 2.50498
C -2.58426 4.57376 1.40536
C -3.93824 5.07416 2.11864
N -5.03910 4.26527 1.56689
C -5.61949 3.32775 2.53144
C -6.78162 4.00925 3.36170
O -6.85624 5.26266 3.29537
O -7.60664 3.37083 4.12083
C -6.02238 1.94346 1.89973
C -6.54220 0.92636 2.81182
C -6.87641 -0.33415 2.11921
C -6.62192 -0.37451 0.69590
N -6.11061 0.56222 -0.12339
C -5.81594 1.77148 0.48013
H 1.31922 -0.46899 3.31913
H 1.96334 0.52889 1.94338
H 2.48317 0.91930 3.66413
H -0.14699 3.88820 0.93161
H -0.90536 2.24977 1.25128
H -1.19928 4.79925 3.08154
H -2.24658 3.27362 3.15128
H -2.85731 3.79899 0.63610
H -2.12956 5.42882 0.84238
H -3.86795 5.03312 3.23320
H -4.09196 6.13779 1.80665
H -5.74191 4.82416 1.09191
H -4.79981 3.08467 3.26854
H -6.69429 1.08976 3.89514
H -7.29051 -1.19395 2.69505
H -6.87361 -1.35063 0.20092
H -5.38240 2.57567 -0.15747
C -2.80148 0.89088 -4.35898
C -2.84150 -0.40231 -3.57094
C -2.39742 0.05547 -2.19318
O -2.83311 1.41166 -2.04775
C -3.26211 1.90117 -3.32337
H -3.42654 0.88048 -5.25212
H -1.77266 1.10949 -4.66376
H -3.86692 -0.77784 -3.52725
H -2.20784 -1.18873 -3.98354
H -1.30428 0.04101 -2.10188
H -2.82145 -0.55239 -1.39180
H -4.35464 1.97803 -3.30321
H -2.84603 2.89673 -3.49269
C -1.94056 -1.67277 7.81956
C -1.62650 -0.44518 6.98374
C -1.54117 -1.03079 5.58594
O -2.43574 -2.15382 5.55436
C -2.84664 -2.46144 6.88992
H -2.40895 -1.44471 8.77794
H -1.02180 -2.23555 8.01302
H -2.45609 0.26510 7.04116
H -0.71465 0.07118 7.28545
H -0.53145 -1.39861 5.36901
H -1.82220 -0.31652 4.81599
H -3.89227 -2.15315 6.99960
H -2.78272 -3.53945 7.05458
C -6.32505 -2.38352 -7.74143
C -6.04650 -0.96663 -8.20300
C -5.75483 -0.26131 -6.89022
O -5.17503 -1.23765 -6.01552
C -5.34320 -2.53797 -6.59353
H -6.19051 -3.13405 -8.52059
H -7.35016 -2.45756 -7.36964
H -5.15749 -0.95198 -8.84110
H -6.87005 -0.51424 -8.75613
H -6.67468 0.10506 -6.42249
H -5.06688 0.57844 -7.00876
H -4.36390 -2.87615 -6.95125
H -5.69442 -3.23533 -5.83073
C 3.55547 -2.11143 -0.93948
C 3.62465 -3.41563 -0.17350
C 4.07239 -2.95103 1.19989
O 3.54971 -1.62656 1.38320
C 3.05491 -1.14966 0.12110
H 2.90915 -2.15096 -1.81658
H 4.55809 -1.81885 -1.26597
H 2.62809 -3.86217 -0.10998
H 4.29931 -4.14941 -0.61554
H 5.16488 -2.89182 1.26351
H 3.71252 -3.60186 1.99904
H 1.96042 -1.14764 0.16957
H 3.39845 -0.12673 -0.04564
C -11.46742 -4.38362 -8.31854
C -11.36331 -4.41029 -9.83173
C -10.29886 -3.35871 -10.09109
O -9.42427 -3.36669 -8.95619
C -10.02560 -4.14071 -7.90983
H -11.88311 -5.29585 -7.89005
H -12.09216 -3.54264 -8.00404
H -11.00852 -5.39103 -10.16206
H -12.30373 -4.19905 -10.34149
H -10.73861 -2.35867 -10.17009
H -9.72387 -3.55817 -10.99747
H -9.47220 -5.08258 -7.82777
H -9.94177 -3.60470 -6.96285
C 9.03901 -0.23857 2.66633
C 7.53278 -0.26088 2.48470
C 7.39165 -0.05597 0.99036
O 8.55336 -0.63572 0.37909
C 9.51691 -0.93170 1.40141
H 9.38036 -0.73160 3.57731
H 9.39521 0.79611 2.68359
H 7.14025 -1.24311 2.76554
H 7.00809 0.49593 3.06920
H 7.37469 1.00896 0.73470
H 6.49174 -0.52502 0.58646
H 9.54515 -2.01918 1.53145
H 10.50444 -0.59484 1.08399
C 12.83412 0.07043 -2.16693
C 14.17625 -0.30427 -1.56701
C 13.77731 -0.78383 -0.18249
O 12.46280 -1.34187 -0.30011
C 11.92162 -0.99232 -1.58184
H 12.82774 0.08320 -3.25710
H 12.53184 1.05993 -1.81158
H 14.61985 -1.12760 -2.13465
H 14.89260 0.51753 -1.54306
H 13.72725 0.04915 0.52743
H 14.46039 -1.53773 0.21379
H 11.91578 -1.89539 -2.20179
H 10.89335 -0.64553 -1.46311
C 6.58762 2.70407 7.14562
C 5.08230 2.67862 6.96142
C 4.94584 2.88555 5.46434
O 6.11090 2.30813 4.85694
C 7.06941 2.01340 5.88242
H 6.92714 2.21023 8.05658
H 6.94265 3.73872 7.16484
H 4.69108 1.69583 7.24009
H 4.55467 3.43303 7.54515
H 4.92734 3.95038 5.21038
H 4.04974 2.41545 5.05591
H 7.09832 0.92561 6.01214
H 8.05880 2.35280 5.56933

Forces on atoms 1 to 2 (eV/Å):
C -0.01 0.87 -0.39
C 0.01 -0.61 0.61

## Properties
HOMO energy   -3.92 eV
Charge   -1
LUMO level   1.82 eV

[3]
C45H89BrClI3N5O4P2Si as an isolated structure. Source: the OMol25 dataset; level of theory: wB97M-V/def2-TZVPD.

Geometry (Å):
C -1.41089 -2.01210 0.02528
C -0.25537 -1.15073 -0.77578
C 1.22206 -1.21794 0.01260
I 2.73749 -2.36621 -1.16355
C 1.76679 0.25066 0.50078
C 2.03117 1.34495 -0.74052
C 1.82305 0.98722 -2.34499
C 2.09482 2.07393 -3.56978
P 1.78468 1.40049 -5.37151
O 0.07441 1.10632 -5.60926
Br 2.92868 -0.59146 -5.39104
C 2.61791 3.61647 -3.29848
Si 2.96518 4.92686 -4.63798
C 2.72053 4.48418 -6.46170
C 1.74711 6.42637 -4.27220
C 4.80227 5.60623 -4.47538
C 2.84225 4.00655 -1.68545
C 3.40407 5.47265 -1.16028
C 5.07280 5.52041 -1.05479
C 5.63716 7.02908 -1.50688
Cl 5.68276 5.30832 0.71165
C 2.55219 2.90733 -0.46271
C 2.77233 3.24519 1.14596
C 2.49092 2.08315 2.30394
C 2.74808 2.63223 3.85259
I 0.88665 3.02962 5.01611
C 4.08206 2.87251 4.46513
C 5.46312 2.62963 3.61387
I 4.04412 3.56574 6.58642
N 2.03233 0.64696 1.97504
P 1.78712 -0.59410 3.20861
O 0.22161 -0.98026 3.16953
O 2.81206 -1.96860 2.73446
O 2.17620 -0.26651 4.83932
H -1.38853 -3.12137 -0.34878
H -2.43589 -1.47074 -0.15211
H -1.19968 -2.01635 1.19182
H -0.06829 -1.61885 -1.85411
H -0.54718 -0.02118 -0.92280
H 0.98331 -1.98163 0.89025
H 1.43742 -0.06648 -2.67222
H -0.38340 1.65646 -4.89709
H 2.68536 5.49798 -7.08946
H 1.63258 4.01591 -6.59204
H 3.49732 3.75095 -6.94626
H 2.44786 7.32028 -3.96663
H 1.12471 6.74385 -5.21088
H 1.07422 6.19692 -3.31442
H 4.81407 6.74347 -4.15383
H 5.28402 5.59133 -5.56774
H 5.48249 4.91418 -3.82167
H 3.12194 6.37688 -1.85372
H 2.96513 5.78089 -0.09284
H 5.58502 4.64830 -1.66234
H 6.38556 7.45306 -0.68784
H 4.77647 7.80903 -1.64867
H 6.30028 6.91610 -2.49315
H 3.14849 4.30240 1.47342
H 6.29972 3.30433 4.12827
H 5.80445 1.51107 3.77207
H 5.32040 2.90948 2.46573
H 2.30946 -2.83065 2.88694
H 3.15537 -0.06127 4.96248
C -1.95001 -0.05871 -7.75937
C -2.67124 0.30710 -9.05517
N -4.12706 0.40517 -8.91537
C -4.82838 0.47358 -10.20163
C -4.57475 1.69396 -11.08031
C -4.62169 1.32272 -7.88684
C -4.20393 2.78603 -7.98366
H -2.34532 -0.98711 -7.33470
H -0.88397 -0.20878 -7.95952
H -2.03072 0.73200 -7.00740
H -2.43764 -0.48111 -9.77950
H -2.23979 1.23385 -9.44886
H -5.90840 0.37925 -10.03247
H -4.55993 -0.41992 -10.78039
H -5.08617 2.57991 -10.69818
H -4.96794 1.51087 -12.08608
H -3.51008 1.92027 -11.18508
H -4.30418 0.94337 -6.90821
H -5.71743 1.27251 -7.84807
H -3.14128 2.90780 -8.20878
H -4.38995 3.28396 -7.02469
H -4.78474 3.32219 -8.73555
C 5.78476 -0.01210 0.30117
C 7.27003 -0.02163 -0.05517
N 7.60466 -0.90548 -1.17562
C 9.04654 -1.12713 -1.32688
C 9.91231 0.07612 -1.68511
C 6.87529 -0.67731 -2.42477
C 6.97391 0.70567 -3.05945
H 5.41999 -1.02398 0.50507
H 5.62468 0.58986 1.20174
H 5.17458 0.42589 -0.49447
H 7.80630 -0.36306 0.83721
H 7.59402 1.00799 -0.24201
H 9.21716 -1.91756 -2.06855
H 9.42438 -1.54551 -0.38478
H 9.79583 0.35960 -2.73323
H 10.96861 -0.17507 -1.54085
H 9.69817 0.94696 -1.05940
H 5.81519 -0.89402 -2.24678
H 7.17820 -1.42656 -3.16743
H 6.86420 1.51332 -2.33117
H 6.17358 0.82686 -3.79901
H 7.91737 0.83909 -3.59069
C -2.54948 -1.35686 5.14868
C -3.90141 -1.80624 4.59782
N -3.80235 -2.78074 3.50735
C -5.07073 -2.98960 2.80124
C -6.22382 -3.60442 3.58744
C -3.03913 -3.99816 3.78989
C -3.49431 -4.86326 4.96019
H -1.90999 -0.96016 4.35355
H -2.69718 -0.56260 5.88782
H -2.01907 -2.17202 5.65006
H -4.40442 -0.90733 4.22443
H -4.51018 -2.18641 5.42539
H -4.89222 -3.59640 1.90465
H -5.40624 -2.01802 2.41546
H -6.07882 -4.67508 3.74599
H -7.15536 -3.49158 3.02248
H -6.37302 -3.12230 4.55751
H -1.99426 -3.71459 3.96394
H -2.99801 -4.62187 2.88770
H -3.73400 -4.27666 5.85080
H -2.69131 -5.55670 5.23676
H -4.36083 -5.47211 4.69836
C -7.74153 -5.23412 11.12902
C -8.20442 -5.52229 9.70221
N -7.72464 -4.54973 8.71606
C -8.39462 -4.66512 7.41652
C -8.18578 -5.95250 6.62610
C -6.27571 -4.34683 8.65383
C -5.40254 -5.56292 8.36423
H -8.02141 -4.22224 11.43934
H -8.21407 -5.93962 11.82039
H -6.65887 -5.34705 11.24000
H -9.29981 -5.50149 9.71573
H -7.91257 -6.54427 9.43689
H -8.11193 -3.81371 6.78473
H -9.47314 -4.54176 7.58066
H -7.19286 -5.99168 6.17327
H -8.90980 -6.00169 5.80569
H -8.32871 -6.84729 7.23818
H -5.94929 -3.91415 9.60708
H -6.04681 -3.56692 7.91625
H -5.70001 -6.44312 8.94000
H -4.36291 -5.33886 8.63093
H -5.40802 -5.81988 7.30401

Forces on atoms 1 to 2 (eV/Å):
C 0.61 0.49 0.30
C 0.44 0.12 -0.66

## Properties
HOMO energy   -9.05 eV
Charge   +1
LUMO level   -5.35 eV

| no. | F_max (eV Å⁻¹) |
| --- | --- |
| 1 | 2.46 |
| 2 | 3.98 |
| 3 | 7.69 |